Entry 1:
C53H48As2ClCoFN3O3 as an isolated structure, computed with ωB97M-V/def2-TZVPD.

Element x y z (Å)
Co  0.639  0.721  0.926
F  1.345  2.872  -5.345
C  2.118  1.983  -4.673
C  1.669  1.477  -3.477
C  2.467  0.600  -2.732
C  1.990  0.054  -1.468
O  0.835  0.328  -1.037
C  2.927  -0.788  -0.786
C  4.145  -1.059  -1.325
N  4.554  -0.595  -2.525
C  5.870  -0.905  -3.003
C  6.438  -2.278  -2.826
C  6.018  -1.818  -4.189
C  3.736  0.245  -3.242
C  4.150  0.749  -4.475
C  3.358  1.618  -5.211
N  3.850  2.045  -6.463
C  5.103  2.764  -6.505
C  5.799  2.461  -7.833
N  4.903  2.896  -8.938
C  3.595  2.188  -8.856
C  2.944  2.476  -7.500
C  2.647  -1.371  0.599
O  3.431  -2.190  1.040
O  1.612  -0.934  1.198
H  0.706  1.770  -3.091
H  4.836  -1.672  -0.764
H  6.555  -0.067  -2.909
H  5.843  -3.033  -2.339
H  7.494  -2.349  -2.611
H  5.108  -2.234  -4.595
H  6.775  -1.606  -4.930
H  5.102  0.454  -4.884
H  5.734  2.442  -5.677
H  4.954  3.854  -6.410
H  5.960  1.385  -7.929
H  6.755  2.980  -7.904
H  5.344  2.729  -9.850
H  4.733  3.907  -8.841
H  3.784  1.117  -8.955
H  2.949  2.521  -9.670
H  2.020  1.900  -7.432
H  2.684  3.545  -7.428
C  -4.191  -1.946  5.759
C  -3.051  -1.217  6.049
C  -2.219  -0.796  5.026
C  -2.525  -1.093  3.706
C  -3.684  -1.809  3.420
C  -4.513  -2.237  4.443
As  -1.478  -0.365  2.201
C  -2.538  1.263  1.979
C  -2.082  2.145  1.006
C  -2.736  3.336  0.762
C  -3.879  3.652  1.480
C  -4.369  2.763  2.423
C  -3.700  1.576  2.674
C  -0.026  0.339  3.307
C  0.885  -0.627  3.750
C  1.895  -0.296  4.629
C  1.979  0.997  5.127
C  1.057  1.952  4.732
C  0.061  1.632  3.823
H  -4.838  -2.273  6.557
H  -2.817  -0.962  7.072
H  -1.338  -0.209  5.262
H  -3.941  -2.007  2.382
H  -5.414  -2.788  4.213
H  -1.185  1.880  0.424
H  -2.359  4.013  0.010
H  -4.400  4.580  1.289
H  -5.277  2.987  2.967
H  -4.088  0.881  3.410
H  0.785  -1.645  3.391
H  2.615  -1.047  4.919
H  2.755  1.253  5.835
H  1.112  2.956  5.127
H  -0.670  2.382  3.542
C  -1.010  -6.587  -4.238
C  -1.634  -6.353  -3.024
C  -1.495  -5.130  -2.394
C  -0.740  -4.115  -2.968
C  -0.109  -4.365  -4.182
C  -0.240  -5.592  -4.814
As  -0.502  -2.360  -2.088
C  -2.383  -1.829  -1.954
C  -2.663  -0.722  -1.157
C  -3.959  -0.263  -0.999
C  -4.997  -0.902  -1.659
C  -4.729  -2.000  -2.461
C  -3.432  -2.461  -2.608
C  -0.336  -3.162  -0.312
C  0.869  -3.798  -0.037
C  1.087  -4.430  1.171
C  0.094  -4.424  2.140
C  -1.115  -3.804  1.875
C  -1.334  -3.188  0.651
H  -1.118  -7.545  -4.728
H  -2.230  -7.129  -2.568
H  -1.979  -4.958  -1.440
H  0.494  -3.579  -4.632
H  0.260  -5.775  -5.755
H  -1.836  -0.217  -0.656
H  -4.156  0.591  -0.362
H  -6.010  -0.550  -1.536
H  -5.540  -2.505  -2.963
H  -3.233  -3.323  -3.233
H  1.655  -3.788  -0.787
H  2.037  -4.909  1.352
H  0.260  -4.905  3.094
H  -1.906  -3.807  2.615
H  -2.302  -2.731  0.453
Cl  1.500  2.627  0.995

Forces on atoms 1 to 2 (eV/Å):
Co 0.6 -2.6 -0.5
F 0.1 -0.1 0.1

Output
Gap between HOMO and LUMO (spin up / spin down): 6.096 / 6.117 eV
Maximum force: 2.7 eV/A
Lowest unoccupied orbital energy (spin up / spin down): -3.35 / -3.35 eV
Spin multiplicity: 2
Total charge: +1

These are the Mulliken partial charges, in e, on atoms 1 to 4:
1 Co 0.30
2 F -0.36
3 C 0.21
4 C -0.38

---

Entry 2:
C53H48BrIrN7OP2 as an isolated structure, computed with ωB97M-V/def2-TZVPD.

Element x y z (Å)
Ir  -0.186  0.755  -0.776
C  -1.329  1.289  -3.915
N  -0.343  1.783  -2.960
C  0.965  2.066  -3.560
C  1.933  2.297  -2.452
N  1.763  1.825  -1.230
C  2.891  2.242  -0.506
C  3.283  2.021  0.817
C  4.491  2.547  1.225
C  5.308  3.285  0.352
C  4.940  3.509  -0.959
C  3.721  2.970  -1.360
N  3.071  2.992  -2.586
C  -2.178  0.233  -3.296
N  -1.870  -0.371  -2.124
C  -2.810  -1.315  -1.954
C  -2.956  -2.285  -0.924
C  -4.005  -3.155  -1.010
C  -4.923  -3.091  -2.084
C  -4.806  -2.147  -3.130
C  -3.748  -1.292  -3.034
N  -3.274  -0.270  -3.855
H  -0.827  0.832  -4.776
H  -1.971  2.081  -4.318
H  -0.692  2.630  -2.505
H  0.939  2.937  -4.227
H  1.282  1.202  -4.153
H  2.671  1.459  1.507
H  4.820  2.392  2.243
H  6.245  3.681  0.716
H  5.570  4.067  -1.637
H  3.410  3.420  -3.435
H  -2.231  -2.323  -0.127
H  -4.150  -3.915  -0.258
H  -5.743  -3.794  -2.120
H  -5.516  -2.137  -3.944
H  -3.688  0.039  -4.726
C  1.684  -1.626  1.025
N  0.739  -2.149  1.999
C  -0.323  -1.255  2.487
P  -0.762  0.348  1.608
C  -2.529  0.488  2.034
C  -3.429  -0.576  2.006
C  -4.765  -0.377  2.323
C  -5.216  0.890  2.669
C  -4.326  1.953  2.704
C  -2.992  1.757  2.389
C  -0.010  1.593  2.686
C  0.676  2.662  2.131
C  1.196  3.664  2.940
C  1.020  3.602  4.311
C  0.314  2.543  4.878
C  -0.204  1.548  4.073
C  0.968  -3.318  2.656
C  0.186  -3.675  3.803
C  0.440  -4.836  4.483
C  1.459  -5.701  4.060
C  2.222  -5.387  2.926
C  1.991  -4.232  2.231
P  1.161  -1.437  -0.773
C  2.792  -1.652  -1.559
C  3.838  -0.816  -1.156
C  5.103  -0.957  -1.700
C  5.339  -1.929  -2.664
C  4.311  -2.771  -3.061
C  3.045  -2.643  -2.510
C  0.235  -2.896  -1.335
C  -0.224  -2.825  -2.655
C  -0.873  -3.897  -3.243
C  -1.095  -5.059  -2.513
C  -0.647  -5.142  -1.204
C  0.024  -4.074  -0.624
H  2.615  -2.181  1.066
H  1.925  -0.603  1.334
H  -0.035  -0.923  3.490
H  -1.238  -1.834  2.587
H  -3.108  -1.583  1.781
H  -5.446  -1.214  2.331
H  -6.251  1.041  2.935
H  -4.669  2.937  2.993
H  -2.308  2.595  2.445
H  0.809  2.716  1.057
H  1.745  4.483  2.499
H  1.420  4.380  4.946
H  0.159  2.508  5.947
H  -0.795  0.765  4.532
H  -0.581  -3.017  4.173
H  -0.140  -5.081  5.361
H  1.654  -6.612  4.608
H  2.998  -6.064  2.600
H  2.572  -4.039  1.344
H  3.683  -0.060  -0.400
H  5.904  -0.312  -1.369
H  6.324  -2.039  -3.093
H  4.496  -3.542  -3.795
H  2.274  -3.333  -2.820
H  -0.028  -1.936  -3.242
H  -1.175  -3.844  -4.279
H  -1.586  -5.904  -2.974
H  -0.792  -6.053  -0.640
H  0.391  -4.189  0.384
O  -2.831  7.125  0.599
C  -2.231  6.033  0.157
C  -0.849  5.906  -0.028
C  -0.360  4.708  -0.493
N  -1.127  3.644  -0.792
C  -2.434  3.807  -0.613
Br  -3.525  2.319  -1.096
C  -3.054  4.941  -0.148
H  -2.216  7.858  0.756
H  -0.178  6.727  0.181
H  0.706  4.576  -0.632
H  -4.124  5.018  -0.042

Forces on atoms 1 to 2 (eV/Å):
Ir 0.2 -0.4 0.3
C -0.1 0.0 0.0

Output
Gap between HOMO and LUMO (spin up / spin down): 6.896 / 4.124 eV
Maximum force: 0.6 eV/A
Lowest unoccupied orbital energy (spin up / spin down): -9.82 / -13.47 eV
Spin multiplicity: 6
ΔE to the lowest compared entry with this formula, charge and spin: 4.73 kcal/mol
Total charge: +4

These are the Mulliken partial charges, in e, on atoms 1 to 4:
1 Ir 4.44
2 C -1.53
3 N -0.28
4 C -1.22

---

Entry 3:
C53H48BrN7OP2PdSe as an isolated structure, computed with ωB97M-V/def2-TZVPD.

Element x y z (Å)
Pd  -21.171  2.754  9.843
O  -24.190  3.094  10.665
C  -24.063  4.481  10.316
C  -25.018  5.104  9.579
C  -24.855  6.506  9.295
C  -23.775  7.179  9.743
C  -22.874  6.498  10.584
C  -22.956  5.129  10.849
P  -21.602  4.168  11.430
C  -20.468  5.591  11.872
C  -19.521  5.834  10.901
C  -18.611  6.921  10.956
C  -18.644  7.715  12.128
C  -19.583  7.406  13.107
C  -20.517  6.421  12.969
C  -22.095  3.598  13.040
C  -23.096  4.206  13.830
C  -23.232  3.753  15.137
C  -22.502  2.646  15.646
C  -21.589  2.036  14.806
C  -21.333  2.544  13.578
C  -24.791  2.106  9.882
C  -25.855  1.486  10.466
C  -26.601  0.484  9.907
C  -26.350  0.216  8.576
C  -25.110  0.601  8.044
C  -24.336  1.526  8.734
P  -22.679  2.151  8.286
C  -22.711  3.518  7.063
C  -21.901  4.602  7.280
C  -21.823  5.552  6.294
C  -22.582  5.387  5.119
C  -23.526  4.354  4.987
C  -23.595  3.383  5.964
C  -22.048  0.739  7.122
C  -21.293  1.010  6.004
C  -20.777  -0.038  5.212
C  -21.048  -1.349  5.552
C  -21.822  -1.592  6.711
C  -22.300  -0.577  7.511
H  -25.858  4.499  9.166
H  -25.575  6.989  8.683
H  -23.589  8.268  9.640
H  -22.112  7.070  10.958
H  -19.518  5.131  10.001
H  -18.032  7.200  10.100
H  -18.081  8.655  12.225
H  -19.638  8.024  13.987
H  -21.175  6.146  13.816
H  -23.672  4.993  13.467
H  -23.934  4.275  15.749
H  -22.678  2.279  16.643
H  -21.036  1.183  15.153
H  -20.523  2.089  13.024
H  -26.084  1.795  11.499
H  -27.501  0.033  10.363
H  -26.951  -0.430  7.998
H  -24.819  0.196  7.077
H  -21.309  4.623  8.181
H  -21.189  6.418  6.336
H  -22.461  6.020  4.311
H  -24.114  4.397  4.101
H  -24.320  2.578  5.964
H  -20.996  2.101  5.955
H  -20.141  0.305  4.398
H  -20.609  -2.137  4.992
H  -22.027  -2.604  7.153
H  -22.692  -0.768  8.478
Se  -14.749  -3.544  7.253
N  -15.814  -4.277  6.016
C  -16.521  -5.236  6.650
C  -17.475  -6.055  6.053
C  -18.093  -6.919  6.916
C  -17.808  -6.971  8.293
N  -16.927  -6.223  8.872
C  -16.270  -5.382  8.023
N  -15.293  -4.624  8.538
H  -17.597  -5.892  5.002
H  -18.831  -7.537  6.539
H  -18.293  -7.564  9.071
C  -20.228  -5.701  11.389
C  -20.768  -4.955  10.143
N  -20.691  -3.555  10.264
C  -21.048  -2.911  11.426
N  -21.479  -1.688  11.281
C  -21.696  -0.843  12.528
C  -22.225  -1.777  13.633
C  -21.246  -2.919  13.818
N  -20.905  -3.624  12.603
C  -20.802  -5.064  12.648
H  -19.126  -5.463  11.372
H  -20.576  -6.762  11.388
H  -21.827  -5.226  9.914
H  -20.142  -5.269  9.333
H  -20.982  -2.966  9.507
H  -22.436  -0.122  12.352
H  -20.746  -0.393  12.788
H  -23.156  -2.246  13.250
H  -22.462  -1.258  14.535
H  -21.763  -3.579  14.523
H  -20.349  -2.713  14.360
H  -21.724  -5.474  12.856
H  -20.264  -5.397  13.546
Br  -15.540  -0.704  11.097
C  -17.033  0.344  10.489
C  -16.966  1.709  10.562
C  -18.067  2.415  10.044
N  -19.206  1.821  9.589
C  -19.164  0.510  9.507
C  -18.145  -0.329  9.996
H  -16.100  2.261  10.946
H  -18.032  3.500  9.944
H  -20.016  -0.006  9.063
H  -18.195  -1.353  9.708

Forces on atoms 1 to 2 (eV/Å):
Pd 0.5 -0.6 -0.1
O 0.2 0.7 -0.6

Output
Gap between HOMO and LUMO: 5.279 eV
Maximum force: 3.4 eV/A
Lowest unoccupied orbital energy: -1.16 eV
ΔE to the lowest compared entry with this formula, charge and spin: 57.37 kcal/mol

These are the Mulliken partial charges, in e, on atoms 1 to 4:
1 Pd -0.34
2 O 0.02
3 C -0.40
4 C -0.69

---

Entry 4:
C53H49AsCaNO2P3 as an isolated structure, computed with ωB97M-V/def2-TZVPD.

Element x y z (Å)
Ca  -0.997  1.275  -0.796
O  -2.138  -0.612  -1.058
P  -2.042  -1.976  -1.721
C  -0.919  -1.886  -3.148
P  0.676  -1.050  -2.849
O  0.430  0.277  -2.156
C  1.712  -2.117  -1.861
C  2.530  -1.517  -0.905
C  3.371  -2.300  -0.129
C  3.395  -3.676  -0.304
C  2.585  -4.276  -1.260
C  1.747  -3.500  -2.042
C  1.402  -0.837  -4.462
C  0.845  0.117  -5.319
C  1.369  0.294  -6.586
C  2.448  -0.478  -7.003
C  3.007  -1.421  -6.154
C  2.487  -1.603  -4.880
C  -1.396  -3.195  -0.584
C  -0.551  -2.789  0.444
C  -0.018  -3.725  1.315
C  -0.323  -5.070  1.152
C  -1.157  -5.481  0.121
C  -1.700  -4.546  -0.746
C  -3.614  -2.569  -2.312
C  -3.853  -2.919  -3.638
C  -5.106  -3.383  -4.014
C  -6.115  -3.494  -3.069
C  -5.880  -3.146  -1.743
C  -4.632  -2.688  -1.361
H  -1.414  -1.300  -3.929
H  -0.739  -2.883  -3.557
H  2.511  -0.442  -0.776
H  4.014  -1.834  0.605
H  4.052  -4.286  0.302
H  2.609  -5.349  -1.397
H  1.127  -3.980  -2.789
H  0.014  0.730  -4.989
H  0.944  1.034  -7.250
H  2.858  -0.337  -7.994
H  3.852  -2.012  -6.479
H  2.934  -2.331  -4.216
H  -0.305  -1.741  0.553
H  0.631  -3.410  2.123
H  0.088  -5.801  1.836
H  -1.399  -6.529  0.004
H  -2.373  -4.865  -1.533
H  -3.075  -2.841  -4.386
H  -5.292  -3.658  -5.043
H  -7.090  -3.857  -3.365
H  -6.669  -3.240  -1.010
H  -4.444  -2.427  -0.326
C  0.900  5.911  -0.390
C  0.382  4.571  -0.593
N  -0.003  3.501  -0.738
H  1.449  5.933  0.551
H  0.075  6.619  -0.346
H  1.562  6.174  -1.214
C  0.207  -0.104  3.014
C  0.189  -0.057  4.536
As  1.492  -1.386  5.218
C  3.047  -0.256  4.842
C  3.808  -0.533  3.710
C  4.872  0.288  3.351
C  5.194  1.384  4.137
C  4.454  1.655  5.281
C  3.384  0.843  5.630
C  1.333  -1.057  7.126
C  2.215  -1.743  7.959
C  2.173  -1.558  9.332
C  1.237  -0.697  9.888
C  0.347  -0.021  9.067
C  0.396  -0.198  7.690
P  -0.670  1.249  2.143
C  -2.346  1.230  2.843
C  -3.341  0.565  2.127
C  -4.629  0.465  2.636
C  -4.931  1.030  3.864
C  -3.945  1.690  4.588
C  -2.658  1.788  4.084
C  0.100  2.776  2.763
C  1.447  2.819  3.117
C  2.031  4.021  3.498
C  1.279  5.185  3.533
C  -0.064  5.151  3.176
C  -0.647  3.956  2.784
H  -0.254  -1.028  2.668
H  1.230  -0.104  2.621
H  -0.805  -0.305  4.910
H  0.464  0.930  4.914
H  3.578  -1.410  3.112
H  5.465  0.058  2.474
H  6.035  2.012  3.873
H  4.719  2.494  5.911
H  2.816  1.059  6.527
H  2.945  -2.424  7.535
H  2.866  -2.091  9.969
H  1.199  -0.557  10.960
H  -0.387  0.647  9.498
H  -0.306  0.343  7.068
H  -3.111  0.096  1.174
H  -5.395  -0.052  2.072
H  -5.935  0.958  4.262
H  -4.180  2.127  5.549
H  -1.896  2.305  4.654
H  2.058  1.923  3.117
H  3.074  4.034  3.785
H  1.732  6.115  3.853
H  -0.663  6.052  3.220
H  -1.699  3.938  2.522

Forces on atoms 1 to 2 (eV/Å):
Ca 0.2 -0.1 0.0
O 0.0 0.0 0.0

Output
Gap between HOMO and LUMO: 7.466 eV
Maximum force: 0.2 eV/A
Lowest unoccupied orbital energy: -4.62 eV
ΔE to the lowest compared entry with this formula, charge and spin: 0.00 kcal/mol
Total charge: +2

These are the Mulliken partial charges, in e, on atoms 1 to 4:
1 Ca 1.98
2 O -0.48
3 P 1.61
4 C -2.02